18
Properties=species:S:1:pos:R:3:lowdin_charge:R:1 method="wB97M-V/def2-TZVPD" e_homo_ev="-14.358 / -14.357" charge=+1 s_squared=0.755 spin_multiplicity=2 total_energy_ha=-346.826967 e_lumo_ev="-3.35 / -9.80"
C -0.2224 -0.8143 -0.6815 -0.018
C 0.0939 0.5370 -0.1076 -0.372
C -0.1242 0.5017 1.4056 -0.016
O -0.7731 1.4842 -0.7192 0.228
H 0.0001 -0.9417 -1.7471 0.109
H -1.2763 -1.0696 -0.5230 0.107
H 0.3554 -1.6712 -0.3085 0.120
H 1.1069 0.9581 -0.3251 0.222
H 0.6201 -0.0817 1.9845 0.108
H -1.1536 0.1310 1.5663 0.107
H -0.1709 1.4827 1.9319 0.109
H -0.6728 1.3995 -1.7004 0.164
H 4.5538 -1.1783 1.9379 0.033
H 3.0674 -1.9178 2.0579 0.026
O 3.7808 -1.5548 1.5335 -0.057
H -3.3489 1.3574 -2.6920 0.080
H -3.0365 0.6954 -1.3404 0.051
O -2.7997 0.6823 -2.2729 -0.001

108
Properties=species:S:1:pos:R:3:lowdin_charge:R:1 method="wB97M-V/def2-TZVPD" e_homo_ev="-12.328 / -12.652" charge=+2 s_squared=0.778 spin_multiplicity=2 total_energy_ha=-3909.273440 e_lumo_ev="-5.43 / -6.14"
Ce -0.6476 -0.4094 1.4783 0.834
C 2.2153 1.6429 1.0045 -0.137
N 1.7523 0.6337 2.0235 -0.187
C 1.7061 1.2619 3.4272 -0.037
C 0.2932 1.4591 4.0233 -0.259
C 0.0136 1.4426 5.3868 0.008
C -1.2830 1.5793 5.8344 -0.027
C -2.2110 1.9738 4.9051 -0.012
C -1.8319 2.0701 3.5603 -0.127
N -0.6345 1.7636 3.1313 0.028
C 2.7513 -0.4989 1.9280 -0.156
C 2.4286 -1.6184 2.8578 -0.256
C 3.4004 -2.2690 3.5976 0.024
C 2.9513 -3.1376 4.6000 -0.025
C 1.6204 -3.2932 4.8455 0.000
C 0.6879 -2.6928 3.9390 -0.036
N 1.1001 -1.8376 2.9948 0.061
C 1.9785 1.3453 -0.4933 -0.519
C 3.4051 -0.0235 -2.7970 -0.359
C 2.5129 0.4006 -3.7467 -0.167
C 1.4664 1.2763 -3.6864 -0.028
C 0.8633 2.0416 -2.6009 -0.056
N 0.4618 1.2522 -0.5651 0.038
H 3.2958 1.7942 1.1832 0.137
H 1.6887 2.5225 1.2440 0.110
H 2.2611 2.2013 3.4338 0.142
H 2.1199 0.5060 4.1295 0.135
H 0.8194 1.2059 6.1083 0.139
H -1.6774 1.4032 6.8490 0.140
H -3.2109 2.2358 5.2198 0.123
H -2.5290 2.3532 2.7965 0.072
H 3.6481 -0.0684 2.2778 0.118
H 2.9066 -0.7767 0.8810 0.030
H 4.4138 -2.0318 3.3959 0.118
H 3.6940 -3.4708 5.2695 0.111
H 1.2128 -3.8145 5.6474 0.097
H -0.3881 -2.6951 4.0307 0.109
H 4.2907 -0.6369 -2.9877 0.082
H 2.6926 0.0977 -4.7684 0.124
H 0.8983 1.4309 -4.5768 0.119
H 0.4075 2.8833 -3.1145 0.146
C -6.1541 -0.0781 0.1295 -0.006
C -5.2025 -1.1397 0.7131 -0.541
C -5.8525 -2.5045 0.5975 -0.033
C -4.8035 -0.8423 2.1204 -0.043
N -3.9955 -1.1607 -0.1654 0.021
C -3.6681 -2.2594 -0.9708 0.017
C -2.5896 -1.8854 -1.7026 0.003
N -2.2666 -0.5237 -1.3994 0.074
B -1.3000 0.2160 -2.3770 -0.469
N -0.2765 -0.8300 -2.9652 0.009
C -0.3387 -1.2510 -4.2294 -0.063
C 0.4362 -2.3645 -4.3524 -0.013
N 0.9507 -2.6394 -3.1212 0.023
C 0.5116 -1.6983 -2.2601 -0.594
S 0.8737 -1.5999 -0.6049 0.811
C 1.6119 -3.9320 -2.8012 -0.557
C 0.7399 -4.7072 -1.8340 -0.042
C 2.9976 -3.7038 -2.2252 -0.027
C 1.7246 -4.7865 -4.0635 -0.043
N -0.3844 1.3765 -1.7744 -0.006
C -1.1522 2.5881 -1.4289 -0.110
C -0.5006 3.7111 -1.0344 -0.016
N 0.8850 3.6667 -0.7418 0.016
C 1.3254 2.3766 -1.2029 -0.287
S 3.3417 0.3447 -1.1139 1.057
C 1.6717 4.8790 -1.0210 -0.554
C 3.1556 4.5590 -0.7141 -0.027
C 1.6867 5.3222 -2.5095 -0.011
C 1.2160 5.9924 -0.0948 -0.034
C -3.1614 -0.1698 -0.4583 -0.698
S -2.9263 1.2431 0.4284 0.819
H -7.1112 -0.2598 0.6605 0.110
H -6.2274 -0.1451 -0.9438 0.093
H -5.7609 0.8933 0.3897 0.057
H -6.7336 -2.5025 1.2048 0.095
H -5.1741 -3.2324 1.0422 0.100
H -6.0562 -2.8669 -0.4181 0.097
H -5.6560 -0.8854 2.7584 0.093
H -4.3318 0.1435 2.2853 0.049
H -4.0201 -1.5415 2.4996 0.093
H -4.2543 -3.1346 -1.0088 0.112
H -2.0678 -2.5428 -2.4064 0.136
H -1.7442 0.8078 -3.3155 0.143
H -0.9112 -0.6240 -4.9024 0.140
H 0.5909 -2.9706 -5.2105 0.119
H 0.6030 -4.2586 -0.8403 0.055
H 1.1517 -5.7183 -1.6652 0.105
H -0.2952 -4.8383 -2.3218 0.122
H 2.8864 -3.5110 -1.1700 0.054
H 3.6124 -2.9310 -2.6712 0.075
H 3.5280 -4.6836 -2.2394 0.110
H 0.7298 -5.0474 -4.4751 0.102
H 2.2870 -5.6633 -3.7259 0.100
H 2.2578 -4.3366 -4.8918 0.090
H -2.2346 2.6070 -1.6286 0.103
H -1.0188 4.6462 -0.8832 0.140
H 3.6064 3.8348 -1.4267 0.093
H 3.2461 4.0910 0.2684 0.074
H 3.8226 5.4633 -0.7921 0.118
H 2.0609 4.5266 -3.1899 0.093
H 2.3418 6.1771 -2.5824 0.094
H 0.6763 5.5538 -2.8033 0.081
H 1.0698 5.6957 0.9792 0.109
H 0.2942 6.4473 -0.4120 0.074
H 1.9539 6.8005 -0.0163 0.098
O -1.7695 -1.5015 2.7665 -0.331
O -1.4525 -2.1940 1.5966 -0.328

110
Properties=species:S:1:pos:R:3:lowdin_charge:R:1 method="wB97M-V/def2-TZVPD" e_homo_ev=-4.346 charge=-1 total_energy_ha=-4265.600521 e_lumo_ev=1.55
C 2.8902 4.1667 0.5197 -0.112
C 3.8378 3.3943 1.5778 -0.261
O 4.1271 2.0254 1.2261 -0.208
C 5.1511 1.9603 0.1724 -0.137
C 4.6213 0.7808 -0.8494 -0.263
O 3.8011 -0.0641 -0.1116 -0.403
P 3.1240 -1.4982 -0.7979 0.510
C 1.5026 -0.4779 -1.1438 -0.269
C 1.2519 0.7302 -0.1214 -0.207
C -0.2864 1.2729 -0.0900 -0.190
C -1.1266 0.9496 -1.4123 -0.187
C -2.5972 1.6242 -1.4192 -0.206
O -3.1635 1.5440 -2.7512 -0.238
C -3.4069 0.1846 -3.1558 -0.144
C 2.5284 -2.0246 0.9529 -0.280
C 0.9806 -2.3222 1.1206 -0.191
C 0.1391 -3.3335 0.3134 -0.075
C -1.4020 -3.4605 0.5942 -0.078
C -2.1429 -2.6104 1.6795 -0.056
C -1.2944 -1.6246 2.5191 -0.230
C -1.8871 -0.6566 3.6715 -0.108
C 0.2161 -1.5080 2.2312 -0.007
C 3.7018 -1.1992 -2.5906 -0.235
C 2.5914 -2.1439 -3.5266 -0.245
C 3.2587 -2.7655 -4.9339 -0.050
O 2.9168 -3.6161 -3.6269 -0.211
S 5.0224 -2.4990 -0.2239 0.611
C 5.5375 -2.0387 1.5404 -0.185
O 4.9018 -4.0245 -0.3835 -0.474
O 6.2324 -2.0822 -1.0248 -0.476
H 3.2057 5.2785 0.5358 0.057
H 1.7833 4.1736 0.8585 0.070
H 2.9583 3.7703 -0.5455 0.070
H 3.2258 3.3481 2.5603 0.118
H 4.7718 4.0173 1.8403 0.114
H 5.1634 2.9551 -0.4011 0.087
H 6.1888 1.7101 0.5928 0.125
H 5.5712 0.4008 -1.3454 0.117
H 4.0520 1.3887 -1.6609 0.118
H 2.5493 -2.7185 -1.2681 0.023
H 1.5436 0.0553 -2.1760 0.077
H 0.5881 -1.1750 -1.2890 0.074
H 1.8798 1.6391 -0.4580 0.090
H 1.5267 0.5339 0.9628 0.087
H -0.8196 0.7475 0.7936 0.098
H -0.2665 2.3913 0.1937 0.097
H -0.4895 1.2196 -2.3193 0.118
H -1.3193 -0.1909 -1.4144 0.107
H -3.2507 0.9400 -0.7481 0.118
H -2.6258 2.6671 -0.9549 0.124
H -3.7297 -0.4865 -2.2730 0.080
H -4.1926 0.0713 -3.9768 0.091
H -2.4264 -0.2906 -3.5500 0.100
H 2.8310 -1.2381 1.7261 0.092
H 3.0095 -3.0602 1.1600 0.066
H 0.6341 -3.9725 -0.4940 0.094
H -2.0809 -4.1740 -0.0045 0.074
H -3.2591 -2.6580 1.8831 0.079
H -2.7801 -0.0373 3.2818 0.076
H -2.1089 -1.2052 4.6459 0.066
H -1.0750 0.1302 3.9196 0.069
H 0.8267 -0.7431 2.8414 0.104
H 4.6428 -1.7132 -2.9499 0.073
H 3.4869 -0.2062 -3.0797 0.070
H 1.4497 -1.7818 -3.5666 0.140
H 4.3892 -2.9234 -4.9814 0.102
H 2.5030 -3.1170 -5.7105 0.081
H 6.6114 -2.4434 1.6223 0.065
H 4.9166 -2.6829 2.2731 0.064
H 5.4467 -0.9216 1.7370 0.061
C -6.5800 -1.6025 -2.0380 -0.271
S -6.5380 -0.3236 -0.7626 0.791
O -5.5937 -0.7817 0.3006 -0.556
C -8.2148 -0.6096 -0.1575 -0.273
H -5.6079 -1.6324 -2.5300 0.024
H -6.7870 -2.5738 -1.5847 0.057
H -7.3496 -1.3588 -2.7730 0.051
H -8.3200 -1.6432 0.1781 0.061
H -8.9315 -0.3984 -0.9539 0.053
H -8.3996 0.0634 0.6816 0.003
C -10.9603 3.1541 1.0388 -0.270
S -9.5748 2.5450 2.0242 0.825
O -9.6763 1.0543 2.0661 -0.556
C -10.1791 3.1728 3.6054 -0.271
H -10.8131 2.8403 0.0050 0.049
H -11.8966 2.7372 1.4147 0.057
H -10.9888 4.2442 1.0850 0.051
H -11.1639 2.7545 3.8214 0.056
H -10.2328 4.2624 3.5691 0.052
H -9.4790 2.8719 4.3859 0.052
C 5.1810 6.5795 -3.0097 -0.269
S 6.1148 6.2103 -1.5086 0.832
O 5.3648 5.1556 -0.7637 -0.555
C 5.7860 7.7869 -0.6912 -0.273
H 5.2161 5.7062 -3.6616 0.052
H 4.1426 6.8021 -2.7572 0.059
H 5.6346 7.4307 -3.5209 0.049
H 4.7097 7.9343 -0.5832 0.056
H 6.2200 8.5995 -1.2768 0.048
H 6.2491 7.7665 0.2962 0.049
C 2.7550 -6.9798 1.8721 -0.260
S 1.4335 -5.7803 2.1492 0.801
O 1.9867 -4.6993 3.0178 -0.531
C 0.4235 -6.8508 3.1965 -0.273
H 3.5276 -6.5072 1.2636 0.050
H 3.1840 -7.2895 2.8274 0.052
H 2.3554 -7.8459 1.3410 0.048
H 0.9970 -7.1682 4.0698 0.050
H 0.0986 -7.7213 2.6232 0.046
H -0.4514 -6.2868 3.5233 0.047

75
Properties=species:S:1:pos:R:3:lowdin_charge:R:1 method="wB97M-V/def2-TZVPD" e_homo_ev="-4.911 / -8.067" charge=0 s_squared=2.020 spin_multiplicity=3 total_energy_ha=-2198.723767 e_lumo_ev="-0.12 / -4.43"
Pd 0.2918 0.0207 -0.2766 0.472
C -2.0669 1.8514 -7.9579 -0.109
C -2.1341 0.6011 -7.4926 -0.122
C -1.3851 -0.5773 -8.0393 -0.187
C 0.0431 -0.2996 -8.5655 -0.202
C 0.8851 0.5613 -7.6614 -0.118
C 0.9516 1.8939 -7.6973 -0.109
C 0.2217 2.7782 -8.6759 -0.187
C -1.2029 2.3340 -9.0887 -0.202
C 1.7186 0.8949 0.9919 -0.230
H -2.7096 2.6363 -7.5419 0.100
H -2.8570 0.3505 -6.7104 0.084
H -1.9648 -1.0441 -8.8551 0.119
H -1.3153 -1.3404 -7.2481 0.101
H 0.5462 -1.2791 -8.6230 0.107
H -0.0074 0.0920 -9.5900 0.100
H 1.5039 -0.0104 -6.9595 0.094
H 1.6450 2.4325 -7.0426 0.101
H 0.8159 2.8970 -9.5986 0.118
H 0.1469 3.7850 -8.2370 0.108
H -1.6972 3.2350 -9.4895 0.109
H -1.1477 1.6100 -9.9122 0.100
H 1.1001 1.6352 1.5245 0.003
H 2.5745 1.3629 0.4916 -0.032
H 2.0462 0.0905 1.6687 -0.007
P 1.6909 -0.4647 -1.8899 0.813
P -1.3144 -0.7970 -1.6524 0.906
N 2.5960 0.8714 -2.4178 -0.246
N 2.8412 -1.6722 -1.3974 -0.186
N -2.0296 0.5133 -2.5559 -0.233
N -2.7540 -1.6014 -1.1701 -0.227
C 0.8667 -1.1431 -3.3504 -0.337
C -0.4836 -1.7808 -2.9406 -0.348
C 2.4295 2.1952 -1.9674 -0.135
C 3.3947 2.9855 -2.5714 -0.074
C 4.1600 2.1349 -3.4472 -0.084
C 3.6570 0.8475 -3.3298 -0.131
C 3.6924 -1.5856 -0.2779 -0.036
C 4.3442 -2.8048 -0.1216 -0.036
C 3.8665 -3.6837 -1.1521 -0.032
C 2.9286 -2.9833 -1.8929 -0.070
C -2.1199 1.8166 -2.0603 -0.136
C -2.5778 2.6494 -3.0685 -0.081
C -2.7936 1.8362 -4.2278 -0.082
C -2.4750 0.5328 -3.8776 -0.156
C -3.8173 -2.0102 -1.9946 -0.128
C -4.6406 -2.8677 -1.2774 -0.086
C -4.0877 -2.9906 0.0431 -0.081
C -2.9528 -2.2021 0.0830 -0.126
H 1.5202 -1.8761 -3.8459 0.073
H 0.7300 -0.3010 -4.0524 0.095
H -1.1548 -1.9131 -3.7961 0.073
H -0.3451 -2.7794 -2.4920 0.093
H 1.6567 2.4401 -1.2461 0.087
H 3.5480 4.0447 -2.4149 0.097
H 4.9810 2.4349 -4.0868 0.094
H 3.9424 -0.0917 -3.7888 0.106
H 3.7089 -0.6950 0.3338 0.102
H 5.0704 -3.0527 0.6431 0.109
H 4.1692 -4.7079 -1.3240 0.110
H 2.2869 -3.2992 -2.7005 0.105
H -1.8450 2.0205 -1.0376 0.091
H -2.7537 3.7108 -2.9855 0.093
H -3.1357 2.1737 -5.1980 0.078
H -2.5376 -0.3759 -4.4572 0.084
H -3.9185 -1.6403 -3.0026 0.090
H -5.5235 -3.3717 -1.6415 0.091
H -4.4662 -3.5993 0.8492 0.094
H -2.2818 -1.9543 0.8872 0.063
B -0.6112 -0.2052 3.9947 -0.441
C -0.8125 -0.3146 2.4926 -0.238
N -0.9043 -0.3754 1.3233 -0.063
H 0.4258 -0.7880 4.2474 0.011
H -1.5839 -0.7721 4.4597 0.010
H -0.5888 0.9820 4.2555 0.012

17
Properties=species:S:1:pos:R:3:lowdin_charge:R:1 method="wB97M-V/def2-TZVPD" e_homo_ev=-7.767 charge=0 smiles=CNC.CSS total_energy_ha=-971.958951 e_lumo_ev=0.52
C -0.0988 2.2531 -0.0411 -0.502
S 0.7933 1.3537 1.3040 0.352
S 1.6158 0.0819 -0.1680 0.307
H -1.0231 1.6509 -0.2345 0.011
H -0.4040 3.1670 0.3592 -0.011
H 0.6060 2.3500 -0.9486 0.044
H 1.7939 -1.0233 0.5750 -0.196
C -0.8480 -2.7208 -0.9755 -0.135
N -1.1992 -1.2320 -0.9590 -0.235
C -2.3061 -0.8649 -0.0802 -0.188
H 0.1364 -2.7476 -1.5811 0.088
H -1.5760 -3.3680 -1.5549 0.074
H -0.8237 -3.0475 0.0446 0.053
H -1.3758 -0.9407 -1.9907 0.130
H -2.8782 0.0605 -0.3971 0.091
H -3.1409 -1.5586 -0.0880 0.054
H -1.9492 -0.8938 0.9329 0.062

46
Properties=species:S:1:pos:R:3:lowdin_charge:R:1 method="wB97M-V/def2-TZVPD" e_homo_ev="-6.688 / -6.668" charge=0 total_energy_ha=-6707.468963 e_lumo_ev="-0.86 / -0.88"
Co 0.5525 -0.0616 -0.0358 -0.122
S 2.2447 -0.1858 1.6544 0.105
S 1.2329 -0.0136 3.3180 0.037
S -0.1136 1.5706 2.9491 0.032
S 0.2564 2.0351 1.0693 0.087
N 0.3687 -3.0131 -3.1093 0.193
C -0.0424 -2.3100 -2.0222 -0.605
N -1.2843 -2.5337 -1.5615 0.217
O 0.7346 -1.4792 -1.5237 -0.099
H -0.2280 -3.6564 -3.5944 0.108
H 1.2860 -2.8140 -3.4673 0.100
H -1.7884 -3.3520 -1.8526 0.115
H -1.4886 -2.1277 -0.6500 0.090
C -1.0384 1.9255 -2.1382 -0.132
O -1.0783 0.7016 -1.4011 -0.203
H -0.7477 2.7644 -1.5032 0.060
H -2.0127 2.1281 -2.5857 0.092
H -0.3028 1.8139 -2.9310 0.059
H -1.7441 0.8050 -0.7095 0.026
C -2.7953 0.3472 1.2035 -0.085
C -1.9387 -0.8333 1.5462 -0.405
C -2.3200 -1.8381 2.3996 -0.075
C -1.3028 -2.8232 2.3655 -0.077
C -0.3413 -2.3787 1.4940 -0.419
C 0.8888 -3.1420 1.0926 -0.084
N -0.7179 -1.1519 0.9636 -0.070
H -3.6527 0.3577 1.8759 0.086
H -3.2284 0.2735 0.1967 0.074
H -2.2910 1.3103 1.3108 0.006
H -3.2423 -1.8616 2.9616 0.096
H -1.2751 -3.7569 2.9081 0.098
H 0.6103 -4.1239 0.6988 0.077
H 1.5512 -3.3060 1.9441 0.072
H 1.4689 -2.6339 0.3282 0.028
Br 5.6882 0.8548 -2.7536 0.743
C 4.1693 0.2236 -3.6803 -0.734
C 4.3760 -0.3939 -4.9088 -0.132
C 3.2989 -0.8723 -5.6339 -0.077
C 2.0109 -0.7390 -5.1328 -0.091
C 1.8054 -0.1275 -3.9073 -0.163
C 2.8821 0.3612 -3.1758 -0.656
I 2.5124 1.2888 -1.3426 1.230
H 5.3839 -0.4922 -5.2873 0.101
H 3.4682 -1.3464 -6.5917 0.108
H 1.1623 -1.1077 -5.6949 0.109
H 0.8066 -0.0492 -3.5009 0.081